(w)
A cluster of 3 separate species, C2H11N3O2 in total. Source: the Open Molecules 2025 dataset; level of theory: wB97M-V/def2-TZVPD.

Orbital gap: 9.57 eV
HOMO: -0.3377 hartree
SMILES: [H]/N=C(\N)NC.O.O

```
! RIJCOSX wB97M-V def2-TZVPD def2/J DEFGRID3
* xyz 0 1
C -2.938 0.023 0.521
N -1.912 -0.462 -0.364
C -0.560 -0.517 -0.177
N 0.211 -0.891 -1.287
N 0.055 -0.046 0.893
H -2.498 0.795 1.148
H -3.482 -0.814 0.947
H -3.624 0.707 -0.017
H -2.221 -1.115 -1.064
H 0.887 -0.213 -1.584
H -0.193 -1.560 -1.920
H 0.984 -0.290 0.539
H 4.987 -1.164 -0.399
H 4.350 -1.371 -1.670
O 5.066 -0.844 -1.291
H -0.432 1.612 1.793
H -1.549 2.565 1.365
O -0.722 2.555 1.811
*
```

Quick look at the Löwdin charges, all values in e: atom 1 (C): -0.075, atom 2 (N): -0.027, atom 3 (C): -0.531, atom 4 (N): 0.093, atom 5 (N): 0.093, atom 6 (H): 0.059, atom 7 (H): 0.085, atom 8 (H): 0.090, atom 9 (H): 0.121, atom 10 (H): 0.095, atom 11 (H): 0.082, atom 12 (H): 0.042, atom 13 (H): 0.021, atom 14 (H): 0.032, atom 15 (O): -0.055, atom 16 (H): -0.014, atom 17 (H): -0.019, atom 18 (O): -0.090



(x)
A cluster of 3 separate species, C2H11N3O2 in total. Source: the Open Molecules 2025 dataset; level of theory: wB97M-V/def2-TZVPD.

Orbital gap: 9.16 eV
HOMO: -0.3271 hartree
SMILES: [H]/N=C(\N)NC.O.O

```
! RIJCOSX wB97M-V def2-TZVPD def2/J DEFGRID3
* xyz 0 1
C 0.651 0.320 1.680
N -0.303 0.434 0.564
C -0.016 -0.069 -0.648
N -0.985 0.158 -1.595
N 1.150 -0.636 -1.029
H 0.272 0.935 2.480
H 0.835 -0.732 2.022
H 1.730 0.532 1.403
H -1.237 0.554 0.828
H -1.914 0.511 -1.306
H -1.174 -0.802 -2.048
H 1.183 -0.866 -1.980
H -3.732 -1.274 1.786
H -2.554 -1.628 0.960
O -3.000 -0.878 1.375
H 2.406 0.819 -1.191
H 3.701 1.041 -1.779
O 2.989 1.582 -1.519
*
```

Quick look at the Löwdin charges, all values in e: atom 1 (C): -0.077, atom 2 (N): 0.006, atom 3 (C): -0.567, atom 4 (N): 0.091, atom 5 (N): 0.064, atom 6 (H): 0.071, atom 7 (H): 0.085, atom 8 (H): 0.094, atom 9 (H): 0.078, atom 10 (H): 0.096, atom 11 (H): 0.133, atom 12 (H): 0.009, atom 13 (H): 0.012, atom 14 (H): 0.050, atom 15 (O): -0.033, atom 16 (H): 0.001, atom 17 (H): -0.013, atom 18 (O): -0.101



Name the most stable of them. (x).



(w)
A cluster of 2 separate species, C4H11NOS in total. Source: the Open Molecules 2025 dataset; level of theory: wB97M-V/def2-TZVPD.

Orbital gap: 9.22 eV
HOMO: -0.3100 hartree
SMILES: C/C=C/C.NSO

```
! RIJCOSX wB97M-V def2-TZVPD def2/J DEFGRID3
* xyz 0 1
C 0.687 -1.256 0.234
C 1.068 0.000 0.029
C 0.568 -2.161 -0.961
C 1.347 1.005 1.111
N -2.044 0.217 -0.553
O -1.334 2.513 0.566
S -1.480 1.729 -0.881
H 0.587 -1.668 1.206
H 1.297 0.329 -1.032
H -0.422 -2.578 -0.920
H 0.825 -1.547 -1.756
H 1.462 -2.789 -0.831
H 1.250 0.749 2.107
H 2.332 1.400 1.020
H 0.652 1.906 1.182
H -1.560 -0.542 -0.811
H -3.071 0.128 -0.676
H -2.165 2.564 0.963
*
```

Quick look at the Löwdin charges, all values in e: atom 1 (C): -0.207, atom 2 (C): -0.218, atom 3 (C): -0.103, atom 4 (C): -0.111, atom 5 (N): -0.305, atom 6 (O): -0.446, atom 7 (S): 0.824, atom 8 (H): 0.097, atom 9 (H): 0.116, atom 10 (H): 0.068, atom 11 (H): 0.040, atom 12 (H): 0.087, atom 13 (H): 0.041, atom 14 (H): 0.058, atom 15 (H): 0.067, atom 16 (H): -0.057, atom 17 (H): 0.056, atom 18 (H): -0.008



(x)
An isolated molecule of C4H11NOS. Source: the Open Molecules 2025 dataset; level of theory: wB97M-V/def2-TZVPD.

Orbital gap: 9.38 eV
HOMO: -0.3147 hartree
SMILES: OCNCCCS

```
! RIJCOSX wB97M-V def2-TZVPD def2/J DEFGRID3
* xyz 0 1
C -0.067 -0.148 -0.341
N -1.163 -0.846 0.300
C -2.440 -0.627 -0.332
O -2.775 0.745 -0.477
C 1.386 -0.700 -0.098
C 2.475 0.302 0.242
S 2.037 1.590 1.506
H -0.052 0.867 0.062
H -0.310 0.034 -1.402
H -1.036 -0.909 1.297
H -2.397 -0.996 -1.361
H -3.154 -1.152 0.304
H -3.311 1.073 0.251
H 1.379 -1.513 0.634
H 1.675 -1.030 -1.096
H 3.409 -0.201 0.469
H 2.627 0.898 -0.656
H 1.719 2.612 0.700
*
```

Quick look at the Löwdin charges, all values in e: atom 1 (C): -0.252, atom 2 (N): -0.065, atom 3 (C): -0.296, atom 4 (O): -0.063, atom 5 (C): -0.245, atom 6 (C): -0.540, atom 7 (S): 0.669, atom 8 (H): 0.061, atom 9 (H): 0.123, atom 10 (H): 0.111, atom 11 (H): 0.120, atom 12 (H): 0.118, atom 13 (H): 0.081, atom 14 (H): 0.105, atom 15 (H): 0.099, atom 16 (H): 0.066, atom 17 (H): 0.062, atom 18 (H): -0.154



Name the most stable of them. (x).